[1]
Below is a cluster of 2 separate species, C4H8BrNO2S in total in a non-equilibrium geometry, with properties calculated with ωB97M-V with the def2-TZVPD basis set.

Geometry (Å):
1 Br 1.543 1.529 4.414
2 S -2.260 0.656 -0.488
3 O -3.381 -0.428 0.073
4 O -2.496 1.919 0.178
5 N -0.925 0.030 0.367
6 C 0.287 2.027 3.214
7 C -0.197 -1.056 -0.244
8 C -0.547 2.398 2.435
9 C 0.881 -0.596 -1.224
10 H -0.934 -1.682 -0.756
11 H 0.264 -1.652 0.551
12 H -3.541 -0.330 1.017
13 H -1.282 2.664 1.724
14 H 1.579 0.073 -0.722
15 H -0.330 0.749 0.754
16 H 0.439 -0.070 -2.067
17 H 1.435 -1.453 -1.600

## Properties
2S+1: 1
LUMO level (eV): 0.61
Energy (eV): -90737.5613

Mulliken population analysis, charges in e, atoms 1 to 6: -0.0200, 0.6034, -0.4935, -0.5645, -0.1546, -0.2375

***

[2]
Below is a cluster of 2 separate species, C4H8BrO3S in total in a non-equilibrium geometry, with properties calculated with ωB97M-V with the def2-TZVPD basis set.

Geometry (Å):
1 Br -1.404 -0.449 1.818
2 S -1.622 3.065 0.458
3 O -2.390 4.226 0.786
4 O -0.244 3.321 0.547
5 O -2.224 1.762 0.698
6 C 0.732 -1.177 0.048
7 C -0.113 -2.405 -0.390
8 C 1.889 -0.751 -0.839
9 C 0.337 -0.405 1.053
10 H -1.207 -2.425 -0.005
11 H 0.016 -2.714 -1.385
12 H 2.064 0.389 -0.932
13 H -1.716 2.924 -1.031
14 H 1.662 -1.022 -1.866
15 H 0.973 0.218 1.557
16 H 2.840 -1.252 -0.664
17 H 0.405 -3.304 0.149

## Properties
2S+1: 1
Total charge: -1
LUMO level (eV): 3.20
Energy (eV): -91297.2700

Mulliken population analysis, charges in e, atoms 1 to 6: -0.2052, 0.7323, -0.5689, -0.5610, -0.4872, 0.9720